<a>
C5H7NO in the gas phase. Source: OMol25; level of theory: the ωB97M-V functional and the def2-TZVPD basis.

```
! wB97M-V def2-TZVPD RIJCOSX def2/J DEFGRID3
* xyz 0 1
C 0.37996 1.40719 1.18517
C -0.25413 0.10671 0.69567
C 0.62839 -1.05768 0.92066
N 1.12172 -2.02915 0.52394
C -0.56914 0.06249 -0.82183
C -0.12415 -1.24514 -1.59069
O -0.51636 -1.42035 -2.71492
H 0.65775 1.31743 2.23934
H -0.31560 2.24409 1.07339
H 1.28425 1.63398 0.61208
H -1.16547 -0.09087 1.26986
H -1.64798 0.19733 -0.99391
H -0.08597 0.91238 -1.33167
H 0.60673 -2.03840 -1.06710
*
```

Computed properties:
- HOMO-LUMO gap: 0.3708 Eh
- SMILES string: C[C@H](C#N)CC=O
- Highest occupied orbital energy: -9.378 eV

---

<b>
C5H7NO in the gas phase. Source: OMol25; level of theory: the ωB97M-V functional and the def2-TZVPD basis.

```
! wB97M-V def2-TZVPD RIJCOSX def2/J DEFGRID3
* xyz 0 1
C 1.34442 1.11024 0.97201
C 0.15906 0.52559 0.26336
N -0.77590 1.42519 -0.50416
C -1.29479 0.83931 0.62914
C -0.49998 -1.84942 -0.89269
C 0.17968 -0.69102 -0.38691
O 0.89830 -1.82135 -0.41511
H 1.64432 0.46753 1.80506
H 1.05855 2.08479 1.37013
H 2.19490 1.23309 0.29571
H -1.04747 1.03575 -1.42418
H -2.08120 0.08215 0.48874
H -0.64159 -1.99935 -1.96135
H -1.13830 -2.44251 -0.23975
*
```

Computed properties:
- HOMO-LUMO gap (alpha / beta): 0.2946 / 0.2857 Eh
- Highest occupied orbital energy (alpha / beta): -7.488 / -7.308 eV

---

<c>
A 2-piece molecular cluster, C5H7NO overall. Source: OMol25; level of theory: the ωB97M-V functional and the def2-TZVPD basis.

```
! wB97M-V def2-TZVPD RIJCOSX def2/J DEFGRID3
* xyz 0 1
C 0.53259 0.22439 -1.04989
C -0.58437 0.06400 -0.41479
C 2.76621 0.29803 0.48059
C -0.91400 -1.09499 0.40254
C -1.67301 1.15490 -0.24298
N 3.31770 -0.39174 -0.30271
O 2.40311 1.02590 1.29479
H -2.05892 -1.36937 0.53986
H -0.41169 -1.09027 1.32402
H -1.50823 1.51741 0.72155
H -2.61644 0.76449 -0.38072
H -1.61954 1.77246 -1.02006
H -0.66283 -2.05207 -0.24168
H 3.02941 -0.82314 -1.11048
*
```

Computed properties:
- HOMO-LUMO gap: 0.3478 Eh
- Highest occupied orbital energy: -10.031 eV

---

<d>
C5H7NO in the gas phase. Source: OMol25; level of theory: the ωB97M-V functional and the def2-TZVPD basis.

```
! wB97M-V def2-TZVPD RIJCOSX def2/J DEFGRID3
* xyz 0 1
O -1.97552 -0.75486 1.60482
C -0.77312 -0.71740 1.50583
C -0.03680 -1.17909 0.27820
C -0.10668 -0.52853 -1.03787
C -0.28559 0.97685 -0.93152
C 0.97015 0.94648 -0.03302
N 1.16884 -0.52693 -0.23794
H -0.14216 -0.38964 2.35864
H 0.04989 -2.26612 0.25845
H -0.20585 -1.11107 -1.95030
H -1.22904 1.32940 -0.50374
H -0.10459 1.48863 -1.87929
H 0.84880 1.24264 1.01527
H 1.82168 1.48964 -0.44752
*
```

Computed properties:
- HOMO-LUMO gap: 0.3818 Eh
- SMILES string: O=C[C@H]1[C@H]2CCN21
- Highest occupied orbital energy: -9.534 eV

---

Which is most stable? The ranking, best first, is <a>, <d>, <c>, <b>.

---

<a>
C5H7NO as an isolated structure. Source: OMol25; level of theory: the ωB97M-V functional and the def2-TZVPD basis.

```
! wB97M-V def2-TZVPD RIJCOSX def2/J DEFGRID3
* xyz 0 1
N 2.75538 0.22937 0.08272
C 1.54223 -0.05493 -0.06662
O 0.91603 -1.28835 -0.11306
C -0.25112 -0.69454 -0.75063
C -1.42697 -0.47070 0.19428
C -0.76012 0.84332 0.67901
C 0.31176 0.71432 -0.44702
H 3.31220 -0.61958 0.19232
H -0.39351 -1.11809 -1.74526
H -1.62995 -1.25676 0.92486
H -2.33726 -0.27160 -0.38137
H -0.35365 0.81868 1.69307
H -1.39158 1.72921 0.58066
H 0.42421 1.52928 -1.15986
*
```

Computed properties:
- HOMO-LUMO gap: 0.4033 Eh
- Highest occupied orbital energy: -9.974 eV

---

<b>
C5H7NO in the gas phase. Source: OMol25; level of theory: the ωB97M-V functional and the def2-TZVPD basis.

```
! wB97M-V def2-TZVPD RIJCOSX def2/J DEFGRID3
* xyz 0 1
C -2.59359 -0.75839 0.16821
C -1.55112 -0.09060 -0.69282
C -0.55982 0.59148 -0.18249
N 0.37823 1.19783 0.33429
C 1.51846 0.44672 0.75965
C 2.61995 0.38034 -0.26003
O 1.57456 -0.02923 1.86558
H -2.37077 -0.60910 1.22776
H -3.59295 -0.36274 -0.03908
H -2.61764 -1.83790 -0.01710
H -1.59375 -0.19316 -1.77319
H 3.34781 -0.37066 0.04420
H 3.11131 1.35642 -0.31618
H 2.22732 0.14083 -1.25235
*
```

Computed properties:
- HOMO-LUMO gap: 0.3624 Eh
- SMILES string: CC=C=NC(C)=O
- Highest occupied orbital energy: -8.984 eV

---

Which is most stable? The ranking, best first, is <b>, <a>.

---

<a>
C4H12N2S in the gas phase. Source: OMol25; level of theory: the ωB97M-V functional and the def2-TZVPD basis.

```
! wB97M-V def2-TZVPD RIJCOSX def2/J DEFGRID3
* xyz 0 1
N -2.03208 -0.59178 -2.21041
C -1.57952 -0.52432 -0.80602
C -0.54439 0.57891 -0.72032
N -1.16071 1.87681 -1.09649
C 0.04770 0.80737 0.74752
C 0.53360 -0.47802 1.39658
S 2.39168 -0.71670 1.44396
H -2.53022 -1.47485 -2.30603
H -2.81264 0.03134 -2.37422
H -1.08692 -1.44657 -0.51577
H -2.38466 -0.21611 -0.12226
H 0.37202 0.31590 -1.26306
H -1.25776 1.73437 -2.10219
H -0.53591 2.64279 -0.88828
H 0.91820 1.44752 0.58070
H -0.82610 1.22075 1.24212
H 0.18578 -0.47265 2.43594
H 0.25427 -1.39651 0.89156
H 2.34336 -1.81847 0.65797
*
```

Computed properties:
- HOMO-LUMO gap: 0.3676 Eh
- SMILES string: NC[C@@H](N)CCS
- Highest occupied orbital energy: -9.083 eV

---

<b>
C4H12N2S in the gas phase. Source: OMol25; level of theory: the ωB97M-V functional and the def2-TZVPD basis.

```
! wB97M-V def2-TZVPD RIJCOSX def2/J DEFGRID3
* xyz 0 1
C -1.09570 -0.10578 2.31323
N -0.27898 0.84250 1.39486
C -0.36207 0.32637 0.00448
C -1.11829 1.49850 -0.78194
N -1.60969 0.86923 -2.10521
C 1.05021 -0.00397 -0.62304
S 1.70708 -1.60398 -0.16619
H -0.75543 -1.17849 2.27377
H -2.01296 -0.13057 1.75299
H -1.05397 0.29170 3.36596
H 0.68566 1.04362 1.74953
H -0.95389 -0.65312 0.01266
H -2.07806 1.85627 -0.38375
H -0.35297 2.24009 -0.97058
H -2.68317 0.71491 -1.99408
H -1.30601 -0.09064 -2.00510
H 1.78049 0.85621 -0.39180
H 0.95787 -0.11265 -1.76799
H 2.83487 -1.44662 0.51339
*
```

Computed properties:
- HOMO-LUMO gap: 0.3481 Eh
- SMILES string: CN[C@@H](CN)CS
- Highest occupied orbital energy: -8.677 eV

---

<c>
C4H12N2S in the gas phase. Source: OMol25; level of theory: the ωB97M-V functional and the def2-TZVPD basis.

```
! wB97M-V def2-TZVPD RIJCOSX def2/J DEFGRID3
* xyz 0 1
N 1.09823 -2.14353 -0.07933
C 1.21279 -0.85219 -0.81621
C -0.17389 -0.44557 -1.31139
N -1.04538 -0.25894 -0.12487
C -0.76128 0.35174 1.19139
C -1.06110 1.85726 1.15898
S -0.83654 2.76285 -0.40035
H 1.96600 -2.24607 0.47432
H 1.22421 -2.96318 -0.69957
H 1.85970 -0.99410 -1.69496
H 1.77474 -0.09054 -0.28951
H -0.20957 0.45004 -1.92606
H -0.48768 -1.28040 -1.95429
H -1.21621 -1.23634 0.08802
H -1.47954 -0.04362 1.91237
H 0.31756 0.24413 1.38835
H -0.59023 2.29317 2.07322
H -2.07181 2.06206 1.53452
H 0.47998 2.53321 -0.52465
*
```

Computed properties:
- HOMO-LUMO gap: 0.3400 Eh
- SMILES string: NCCNCCS
- Highest occupied orbital energy: -8.395 eV

---

Which is most stable? The ranking, best first, is <a>, <c>, <b>.

---

<a>
C4H12N2S in the gas phase. Source: OMol25; level of theory: the ωB97M-V functional and the def2-TZVPD basis.

```
! wB97M-V def2-TZVPD RIJCOSX def2/J DEFGRID3
* xyz 0 1
C 1.35793 -2.10537 0.35236
N 0.08853 -1.40560 0.39633
C -0.28851 -0.51163 -0.71145
C -0.10540 1.02304 -0.55037
N -1.04694 1.66686 -1.44030
C -0.12362 1.61801 0.88139
S -1.30310 0.96420 2.05251
H 1.32976 -3.11716 -0.07328
H 1.70052 -2.23708 1.38114
H 2.06574 -1.63723 -0.33369
H -0.68494 -2.01085 0.57653
H 0.11183 -0.99345 -1.61376
H -1.33803 -0.69792 -0.98802
H 0.92279 1.24565 -0.86492
H -1.95682 1.89929 -1.11054
H -0.57839 2.30944 -2.03036
H 0.86675 1.62568 1.35176
H -0.18960 2.69440 0.71140
H -0.82847 -0.33028 2.01328
*
```

Computed properties:
- HOMO-LUMO gap: 0.3430 Eh
- SMILES string: CNC[C@@H](N)CS
- Highest occupied orbital energy: -8.429 eV

---

<b>
C4H12N2S in the gas phase. Source: OMol25; level of theory: the ωB97M-V functional and the def2-TZVPD basis.

```
! wB97M-V def2-TZVPD RIJCOSX def2/J DEFGRID3
* xyz 0 1
N -0.33927 1.52462 -2.19613
C -0.58886 0.09885 -1.99387
C -1.20738 -0.14490 -0.62026
N -0.31093 0.16425 0.46478
C 0.72930 -0.73872 0.85424
C 1.38174 -0.31642 2.16852
S 0.23207 -0.36923 3.58949
H 0.58644 1.69712 -2.55961
H -1.00715 1.94894 -2.82778
H -1.20694 -0.34252 -2.78271
H 0.36150 -0.43952 -2.05719
H -1.48032 -1.20043 -0.55199
H -2.06047 0.53152 -0.52028
H -0.06275 1.14172 0.51757
H 1.53166 -0.83131 0.12286
H 0.29440 -1.71655 1.04494
H 2.25208 -0.94652 2.31151
H 1.72734 0.71451 2.13997
H -0.83244 -0.77541 2.89594
*
```

Computed properties:
- HOMO-LUMO gap: 0.3401 Eh
- SMILES string: NCCNCCS
- Highest occupied orbital energy: -8.246 eV

---

Which is most stable? The ranking, best first, is <b>, <a>.